Entry 1:
Entry from OMol25: 8 unconnected molecules or ions with the total composition C29H35Cl3F8NO22 in a non-equilibrium geometry (the ωB97M-V functional and the def2-TZVPD basis).

```
98
Properties=species:S:1:pos:R:3:mulliken_charge:R:1
C 1.386 1.399 -0.861 -0.5219
C 1.052 1.976 -2.327 -0.8847
C -0.443 1.710 -2.782 0.2472
Cl -0.426 1.647 -4.626 -0.0733
N -1.454 2.691 -2.224 0.5921
F -0.774 3.520 -1.357 0.2215
C -2.049 3.637 -3.261 -1.0300
O -2.877 4.539 -2.495 -0.1702
C -2.377 5.901 -2.575 -0.8127
C -2.538 2.060 -1.397 -0.0532
Cl -2.663 2.544 0.358 -0.1107
C -3.465 1.134 -1.852 0.3295
C -4.608 0.557 -0.917 -1.2387
Cl -3.424 0.531 -3.545 -0.0687
H 2.507 1.206 -0.847 0.1436
H 1.228 2.232 -0.101 -0.0691
H 0.805 0.467 -0.610 0.3386
H 1.707 1.367 -3.033 0.5416
H 1.401 3.046 -2.459 0.2425
H -0.732 0.685 -2.379 0.3502
H -2.743 3.122 -3.981 0.4629
H -1.246 4.246 -3.787 0.7062
H -3.174 6.562 -2.115 0.2764
H -1.449 5.970 -1.913 0.2945
H -2.172 6.235 -3.634 0.3868
H -4.281 -0.353 -0.341 0.2846
H -5.445 0.241 -1.623 0.3929
H -5.037 1.359 -0.235 0.4157
C -0.640 5.107 1.127 0.3853
C -0.903 6.135 2.184 0.2739
O 0.245 6.961 2.119 -0.3029
C 0.678 6.892 0.830 0.5939
O 1.449 7.651 0.339 -0.5114
O 0.109 5.844 0.166 -0.4238
F -0.961 5.569 3.412 -0.2801
H -0.036 4.271 1.495 0.0163
H -1.557 4.710 0.689 -0.2757
H -1.799 6.739 2.013 0.3038
C -0.832 -0.907 2.979 -0.2865
C 0.397 -1.689 2.637 0.4704
O 1.181 -0.754 1.916 -0.2615
C 0.837 0.469 2.406 0.5581
O 1.474 1.462 2.232 -0.5372
O -0.317 0.416 3.122 -0.3269
F 0.105 -2.728 1.822 -0.3177
H -1.577 -0.923 2.179 0.1555
H -1.301 -1.249 3.901 0.2750
H 0.959 -2.047 3.504 0.3051
C -0.584 -6.831 4.060 -0.4090
C 0.401 -5.939 3.372 0.2810
O -0.349 -4.767 3.114 -0.1709
C -1.281 -4.707 4.104 0.5099
O -1.912 -3.727 4.367 -0.5308
O -1.400 -5.891 4.757 -0.3446
F 0.795 -6.470 2.188 -0.2488
H -1.200 -7.398 3.358 0.2699
H -0.108 -7.527 4.749 0.3233
H 1.278 -5.688 3.975 0.2314
C 4.657 -3.770 2.180 -0.4041
C 4.195 -5.017 1.490 0.4620
O 4.329 -6.006 2.492 -0.2467
C 4.158 -5.356 3.676 0.6659
O 3.937 -5.899 4.712 -0.5062
O 4.260 -4.006 3.527 -0.3220
F 5.010 -5.335 0.454 -0.3103
H 5.742 -3.644 2.137 0.2726
H 4.184 -2.872 1.782 0.2387
H 3.157 -4.982 1.145 0.1977
C 5.910 4.179 -0.631 -0.4837
C 4.450 4.168 -0.959 0.3869
O 4.248 2.866 -1.480 -0.2334
C 5.179 2.081 -0.866 0.6307
O 5.140 0.890 -0.850 -0.5261
O 6.149 2.822 -0.271 -0.3077
F 4.158 5.071 -1.928 -0.3020
H 6.532 4.442 -1.491 0.2904
H 6.148 4.852 0.192 0.2901
H 3.794 4.326 -0.099 0.2745
C 2.931 -9.562 -0.299 -0.4460
C 1.540 -9.073 -0.561 0.3927
O 0.840 -9.462 0.604 -0.2978
C 1.765 -9.463 1.605 0.7214
O 1.495 -9.478 2.765 -0.5202
O 3.033 -9.437 1.115 -0.3070
F 0.991 -9.705 -1.627 -0.2976
H 3.069 -10.608 -0.583 0.2841
H 3.687 -8.959 -0.802 0.2806
H 1.460 -7.990 -0.694 0.2162
C -6.303 3.282 -3.611 0.0152
C -5.784 4.613 -4.060 0.4998
O -6.922 5.227 -4.624 -0.3527
C -7.992 4.704 -3.956 0.5226
O -9.082 5.171 -3.970 -0.4644
O -7.647 3.581 -3.263 -0.3391
F -4.841 4.469 -5.030 -0.3001
H -6.292 2.535 -4.410 0.2154
H -5.754 2.888 -2.754 -0.0701
H -5.390 5.237 -3.253 0.2612
```

Results
Total charge: +1
Calculated total energy (a.u.): -5015.2419
E_HOMO (eV): -12.908

Entry 2:
Entry from OMol25: a molecular structure, C29H35GeIN4O2Rh (the ωB97M-V functional and the def2-TZVPD basis).

```
73
Properties=species:S:1:pos:R:3:mulliken_charge:R:1
Rh -2.005 1.912 0.198 0.3159
C 9.596 4.436 6.061 -0.8188
O 9.194 3.047 5.857 -0.3106
C 8.019 2.707 5.491 0.9437
C 7.798 1.293 5.361 -0.8550
C 6.585 0.852 5.000 -0.2483
C 5.503 1.785 4.716 0.4432
C 5.748 3.213 4.860 -0.1679
C 6.960 3.656 5.230 -0.5840
N 4.387 1.247 4.350 -0.5790
N 3.327 2.044 4.147 -0.2162
C 2.487 1.704 3.235 0.5499
C 2.677 0.579 2.320 -0.4036
C 1.777 0.281 1.376 -1.0820
C 0.555 1.056 1.231 0.5875
O -0.265 0.774 0.346 -0.5320
C 0.305 2.171 2.168 0.4529
N -0.865 2.820 2.022 -0.6164
C -1.124 3.839 2.826 -0.3929
C -0.232 4.253 3.816 -0.9984
C 0.960 3.581 3.974 -0.3983
C 1.248 2.506 3.128 0.8450
H 10.628 4.377 6.383 0.2519
H 8.979 4.878 6.839 0.3875
H 9.521 4.975 5.120 0.3860
H 8.628 0.634 5.578 0.4798
H 6.360 -0.202 4.904 0.4867
H 4.935 3.902 4.681 0.4516
H 7.151 4.712 5.353 0.4736
H 3.570 -0.018 2.438 0.5072
H 1.906 -0.552 0.698 0.5160
H -2.070 4.346 2.689 0.5327
H -0.491 5.088 4.452 0.4366
H 1.665 3.869 4.741 0.5291
C -4.356 -1.577 -5.246 -1.1946
C -3.192 -0.655 -4.908 -0.7027
C -2.820 -0.659 -3.425 -0.1964
C -3.926 -0.084 -2.541 -0.7060
Ge -3.420 0.028 -0.674 0.1881
C -2.375 -1.448 0.046 -0.6055
C -3.363 -2.615 0.242 -0.9244
C -2.660 -3.919 0.626 -0.6170
C -1.814 -4.509 -0.494 -1.0969
H -4.560 -1.563 -6.315 0.3860
H -5.277 -1.284 -4.739 0.3169
H -4.133 -2.608 -4.966 0.2983
H -3.428 0.370 -5.215 0.2896
H -2.313 -0.948 -5.485 0.3660
H -1.885 -0.102 -3.282 0.2625
H -2.597 -1.682 -3.106 0.1960
H -4.816 -0.722 -2.573 0.4952
H -4.273 0.895 -2.885 0.4660
H -4.522 0.501 0.304 0.0139
H -1.887 -1.192 0.985 0.5038
H -1.603 -1.708 -0.680 0.4673
H -3.933 -2.788 -0.679 0.3789
H -4.095 -2.350 1.010 0.4808
H -3.422 -4.639 0.927 0.3529
H -2.042 -3.741 1.513 0.2911
H -2.414 -4.672 -1.391 0.2811
H -1.400 -5.473 -0.200 0.3727
H -0.974 -3.866 -0.765 0.2691
I -1.833 2.814 -2.208 0.2218
C -3.492 3.712 -1.276 0.4581
C -4.386 4.619 -1.782 -0.6090
C -5.433 4.984 -0.939 -0.1670
C -5.526 4.427 0.328 -0.7942
C -4.568 3.519 0.745 -0.3132
N -3.554 3.174 -0.059 0.2080
H -4.284 5.021 -2.780 0.5060
H -6.174 5.695 -1.280 0.4405
H -6.338 4.688 0.992 0.4411
H -4.599 3.049 1.719 0.6017
```

Results
Total charge: +3
Calculated total energy (a.u.): -3979.7284
Energy above the lowest of the compared OMol25 structures with the same formula, charge and spin (eV): 0.984
E_HOMO (eV): -16.397

Entry 3:
Entry from OMol25: a molecular structure, C29H35MgN7P2 in a non-equilibrium geometry (the ωB97M-V functional and the def2-TZVPD basis).

```
74
Properties=species:S:1:pos:R:3:mulliken_charge:R:1
Mg 1.008 -2.153 1.080 1.5436
C 0.640 -4.090 0.856 -1.0893
C 0.074 -3.534 -0.278 -0.0915
C -1.412 -3.596 -0.571 -1.2509
C -2.283 -3.143 0.596 -1.2448
C -1.711 -2.019 1.379 0.4243
C -0.772 -2.097 2.407 -0.3680
C -0.415 -3.399 3.075 -1.0452
C -0.147 -4.546 2.051 -1.1820
C 0.611 2.689 1.890 -1.8058
H 1.746 -4.124 0.954 0.7324
H 0.632 -3.552 -1.215 0.9691
H -1.701 -4.629 -0.855 0.4468
H -1.615 -2.972 -1.459 0.2695
H -3.275 -2.852 0.206 0.4686
H -2.519 -3.988 1.261 0.4057
H -2.259 -1.079 1.318 0.3489
H -0.739 -1.254 3.085 0.3320
H -1.239 -3.647 3.762 0.3994
H 0.478 -3.247 3.712 0.3570
H 0.392 -5.354 2.563 0.4845
H -1.091 -4.977 1.724 0.2287
H 1.605 2.196 2.002 0.2481
H 0.282 2.925 2.936 0.5835
H 0.837 3.681 1.447 0.5099
P -0.638 1.793 0.702 1.1496
P 1.120 1.034 -1.987 -0.2085
N -1.623 1.203 2.130 0.7209
N -1.915 2.894 0.095 0.4730
N 1.902 -0.413 -0.929 0.1466
N 1.752 0.663 -3.549 0.5786
C -1.164 0.342 -0.614 0.3372
C -0.497 0.178 -2.004 -0.9051
C -0.961 0.894 3.310 -1.1195
C -1.881 0.723 4.330 -0.4926
C -3.179 0.852 3.750 -0.8892
C -3.005 1.128 2.398 -0.4519
C -2.038 4.132 0.741 -0.4898
C -3.125 4.820 0.212 -0.6309
C -3.712 4.000 -0.786 -0.6061
C -2.978 2.816 -0.834 -0.3787
C 2.812 -0.362 0.122 -0.5575
C 3.378 -1.606 0.358 -0.6571
C 2.797 -2.502 -0.579 -1.4930
C 1.925 -1.737 -1.377 0.2222
C 1.673 -0.465 -4.381 -0.0548
C 2.558 -0.316 -5.458 -0.8619
C 3.152 0.988 -5.328 -0.4703
C 2.665 1.562 -4.159 -0.4538
H -2.264 0.441 -0.703 1.0663
H -1.019 -0.593 -0.039 -1.9405
H -0.375 -0.902 -2.231 0.2734
H -1.160 0.596 -2.786 0.4694
H 0.133 0.889 3.335 0.6390
H -1.618 0.505 5.361 0.4731
H -4.118 0.778 4.273 0.4742
H -3.763 1.320 1.642 0.4814
H -1.304 4.386 1.480 0.3628
H -3.427 5.818 0.530 0.4128
H -4.575 4.275 -1.411 0.4173
H -3.144 1.969 -1.477 0.3910
H 3.204 0.586 0.420 0.7844
H 4.288 -1.800 0.937 0.4612
H 2.979 -3.559 -0.695 0.7262
H 1.429 -2.014 -2.298 0.2275
H 1.008 -1.288 -4.167 0.4261
H 2.781 -1.063 -6.217 0.4109
H 3.872 1.452 -6.021 0.4033
H 2.895 2.500 -3.688 0.3820
N 2.702 2.550 -0.187 -0.6089
C 3.132 3.360 -0.931 0.4089
N 3.531 4.179 -1.829 -0.5547
C 4.087 5.345 -1.690 0.4359
N 4.578 6.407 -1.698 -0.6048
```

Results
Calculated total energy (a.u.): -2391.8244
Energy above the lowest of the compared OMol25 structures with the same formula, charge and spin (eV): 4.668
E_HOMO (spin up / spin down) (eV): -6.587 / -6.354